# 1
The following is a quantum chemistry calculation of C43H39ClIrN4O5PS as an isolated structure at a distorted geometry, from the OMol25 dataset.

Each line ends with the Löwdin charge.
Cartesian coordinates (Å):
Ir1 -0.24 -1.37 0.20  0.8353
Cl1 1.61 -1.63 2.11  0.7765
C1 1.23 -0.50 3.37  -0.6214
C2 1.91 -0.60 4.57  -0.0887
C3 1.65 0.30 5.59  -0.0565
C4 0.69 1.29 5.40  -0.0581
C5 0.01 1.38 4.20  -0.0666
C6 0.28 0.49 3.16  -0.3662
P1 -0.58 0.69 1.55  1.0277
C7 0.26 2.14 0.87  -0.3536
C8 1.48 2.60 1.35  -0.0675
C9 2.08 3.71 0.77  -0.0645
C10 1.47 4.34 -0.30  -0.0662
C11 0.27 3.88 -0.80  -0.0674
C12 -0.33 2.78 -0.22  -0.1242
C13 -2.19 1.32 2.13  -0.3463
C14 -3.03 0.39 2.76  -0.0907
C15 -4.23 0.78 3.31  -0.0685
C16 -4.63 2.11 3.23  -0.0686
C17 -3.82 3.03 2.60  -0.0649
C18 -2.60 2.64 2.05  -0.0768
H1 2.63 -1.39 4.71  0.1090
H2 2.18 0.23 6.52  0.1136
H3 0.47 2.00 6.19  0.1113
H4 -0.74 2.15 4.06  0.1126
H5 1.96 2.11 2.18  0.1105
H6 3.03 4.06 1.14  0.1132
H7 1.96 5.19 -0.76  0.1105
H8 -0.21 4.38 -1.63  0.1066
H9 -1.26 2.39 -0.61  0.0836
H10 -2.71 -0.64 2.82  0.0762
H11 -4.86 0.06 3.81  0.1066
H12 -5.57 2.42 3.66  0.1091
H13 -4.12 4.06 2.53  0.1100
H14 -1.96 3.38 1.59  0.1025
S1 -1.80 -2.91 -1.04  0.7251
C19 -3.39 -2.19 -0.99  -0.5867
C20 -4.47 -3.01 -0.75  -0.1194
C21 -5.77 -2.52 -0.67  -0.0058
C22 -5.97 -1.15 -0.85  -0.0408
C23 -4.92 -0.34 -1.15  0.0225
N1 -3.61 -0.83 -1.26  0.0669
H15 -4.26 -4.06 -0.61  0.1059
H16 -6.60 -3.18 -0.46  0.1190
H17 -6.95 -0.73 -0.75  0.1187
H18 -5.02 0.72 -1.33  0.1374
C24 -3.82 -4.88 2.80  -0.0281
N2 -2.62 -4.09 2.96  -0.1633
C25 -1.57 -4.51 3.88  -0.0105
C26 -2.41 -3.05 2.18  -0.3615
O1 -1.37 -2.39 2.16  -0.1667
H19 -3.93 -5.57 3.64  0.0923
H20 -3.78 -5.46 1.87  0.0960
H21 -4.70 -4.23 2.77  0.0940
H22 -2.00 -5.16 4.64  0.0919
H23 -1.14 -3.63 4.34  0.0956
H24 -0.78 -5.04 3.35  0.1059
H25 -3.28 -2.81 1.55  0.1170
C27 -2.14 1.86 -3.08  -0.0123
O2 -3.09 1.07 -2.37  -0.0190
C28 -2.62 -0.02 -1.74  -0.4900
O3 -1.41 -0.23 -1.61  -0.0752
H26 -2.36 1.76 -4.15  0.1081
H27 -1.13 1.53 -2.87  0.0929
H28 -2.27 2.90 -2.78  0.0990
O4 1.31 -2.80 -1.08  -0.0681
C29 1.90 -1.78 -1.45  -0.5931
N3 2.89 -1.68 -2.35  0.1625
C30 3.30 -0.30 -2.53  -0.2443
C31 2.34 0.39 -1.49  -0.3982
O5 2.34 1.58 -1.28  0.0650
N4 1.59 -0.56 -0.93  0.0805
C32 4.74 -0.07 -2.12  -0.1246
C33 5.21 1.20 -1.82  -0.0164
C34 6.51 1.40 -1.42  -0.0681
C35 7.38 0.32 -1.30  -0.0855
C36 6.93 -0.95 -1.61  -0.0780
C37 5.62 -1.15 -2.01  -0.0258
C38 2.99 0.21 -3.92  -0.1220
C39 2.66 1.54 -4.17  -0.0207
C40 2.37 1.97 -5.45  -0.0722
C41 2.39 1.08 -6.51  -0.0872
C42 2.73 -0.24 -6.28  -0.0759
C43 3.02 -0.68 -5.00  -0.0228
H29 3.25 -2.46 -2.87  0.1472
H30 4.53 2.04 -1.89  0.1061
H31 6.86 2.39 -1.18  0.1045
H32 8.39 0.46 -0.96  0.1031
H33 7.59 -1.80 -1.54  0.1041
H34 5.29 -2.15 -2.25  0.1036
H35 2.62 2.24 -3.35  0.1019
H36 2.11 3.00 -5.62  0.1030
H37 2.16 1.41 -7.51  0.1031
H38 2.75 -0.95 -7.09  0.1046
H39 3.30 -1.71 -4.84  0.1064

## Properties
Energy relative to the best compared isomer or geometry (same formula, charge and spin) = 88.0 kcal per mole
Kohn-Sham gap (alpha / beta) = 6.05 / 5.83 eV
Charge = +1
LUMO energy (alpha / beta) = -3.7 / -3.8 eV
Multiplicity = 2
⟨S²⟩ = 0.768
Largest force on an atom = 4.162 eV/A


# 2
The following is a quantum chemistry calculation of a 7-piece molecular cluster, C43H39FO26PS overall at a distorted geometry, from the OMol25 dataset.

Each line ends with the Löwdin charge.
Cartesian coordinates (Å):
C1 -3.78 -2.78 -3.83  -0.2784
P1 -2.92 -2.76 -2.20  0.7894
C2 -4.04 -3.27 -0.84  -0.2811
S1 -2.05 -0.82 -1.84  0.9251
C3 -1.96 -0.52 -0.04  -0.3074
C4 -0.52 -0.07 0.23  -0.2625
F1 -0.21 -0.27 1.52  0.0030
C5 -3.15 0.48 -2.55  -0.2797
C6 -2.58 0.86 -3.94  -0.2188
O1 -1.80 -0.19 -4.50  -0.1254
C7 -0.46 0.11 -4.62  -0.3618
O2 0.22 -0.26 -5.47  0.1937
H1 -4.22 -1.83 -4.13  0.0358
H2 -4.50 -3.59 -3.88  0.0552
H3 -3.01 -3.00 -4.57  0.0425
H4 -4.05 -2.58 0.00  0.0380
H5 -3.65 -4.21 -0.47  0.0452
H6 -5.07 -3.48 -1.16  0.0145
H7 -2.15 -1.43 0.53  0.0893
H8 -2.67 0.26 0.19  0.0968
H9 0.12 -0.69 -0.40  0.1148
H10 -0.37 0.95 -0.10  0.1318
H11 -4.15 0.08 -2.69  0.0732
H12 -3.16 1.34 -1.89  0.0986
H13 -3.42 1.01 -4.61  0.1222
H14 -2.04 1.80 -3.90  0.1320
H15 -0.08 0.73 -3.78  0.1526
C8 2.19 -2.55 5.01  0.0872
C9 1.46 -2.38 3.91  -0.2295
C10 0.55 -3.45 3.39  -0.3111
O3 -0.11 -3.22 2.39  0.0764
C11 0.50 -4.71 4.11  0.0723
C12 1.24 -4.89 5.21  -0.2338
C13 2.13 -3.80 5.75  -0.3034
O4 2.76 -4.02 6.76  0.1269
O5 1.24 -6.02 5.90  0.1273
O6 1.48 -1.25 3.21  0.0932
H16 2.85 -1.77 5.39  0.1179
H17 -0.15 -5.49 3.72  0.1342
H18 1.85 -5.89 6.65  0.1271
H19 0.85 -1.38 2.46  0.0764
C14 3.55 1.12 5.44  0.0504
C15 3.88 0.99 6.72  -0.2492
C16 5.01 1.78 7.33  -0.3178
O7 5.25 1.63 8.51  0.1128
C17 5.76 2.68 6.46  0.0788
C18 5.43 2.80 5.17  -0.2329
C19 4.28 2.03 4.57  -0.3125
O8 4.02 2.20 3.40  0.0944
O9 6.09 3.60 4.34  0.1065
O10 3.24 0.17 7.55  0.1128
H20 2.74 0.56 4.99  0.1200
H21 6.58 3.23 6.90  0.1374
H22 5.66 3.51 3.46  0.0876
H23 3.67 0.27 8.42  0.1239
C20 8.91 -2.20 4.00  0.0812
C21 7.97 -1.63 4.75  -0.2327
C22 6.62 -1.28 4.20  -0.2955
O11 5.80 -0.78 4.94  0.1045
C23 6.36 -1.56 2.80  0.0780
C24 7.30 -2.13 2.04  -0.2372
C25 8.64 -2.50 2.60  -0.3126
O12 9.45 -3.04 1.86  0.1177
O13 7.11 -2.41 0.75  0.1165
O14 8.17 -1.33 6.04  0.1234
H24 9.89 -2.46 4.39  0.1391
H25 5.38 -1.29 2.41  0.1345
H26 7.95 -2.82 0.45  0.1235
H27 7.34 -0.93 6.35  0.1186
C26 3.31 7.91 1.05  0.0802
C27 2.06 7.53 1.33  -0.2397
C28 1.76 6.18 1.90  -0.3125
O15 0.60 5.90 2.15  0.1037
C29 2.87 5.26 2.13  0.0817
C30 4.12 5.64 1.84  -0.2194
C31 4.42 7.00 1.29  -0.3097
O16 5.58 7.29 1.07  0.1224
O17 5.16 4.85 2.03  0.0921
O18 1.01 8.32 1.12  0.1158
H28 3.54 8.89 0.64  0.1387
H29 2.64 4.28 2.53  0.1242
H30 5.95 5.36 1.74  0.1344
H31 0.23 7.81 1.42  0.1198
C32 -8.95 -1.03 -1.67  0.0868
C33 -7.88 -1.77 -1.96  -0.2292
C34 -7.95 -3.27 -2.02  -0.3054
O19 -6.93 -3.88 -2.32  0.0659
C35 -9.21 -3.91 -1.73  0.0812
C36 -10.29 -3.17 -1.42  -0.2305
C37 -10.23 -1.67 -1.39  -0.3017
O20 -11.24 -1.05 -1.13  0.1382
O21 -11.46 -3.71 -1.14  0.1394
O22 -6.68 -1.25 -2.23  0.0768
H32 -8.91 0.05 -1.62  0.1395
H33 -9.24 -4.99 -1.76  0.1407
H34 -12.07 -2.97 -0.97  0.1316
H35 -6.10 -2.02 -2.42  0.0662
C38 -3.65 2.47 -9.35  0.0744
C39 -3.57 2.00 -10.61  -0.2338
C40 -2.86 0.71 -10.93  -0.3082
O23 -2.84 0.34 -12.08  0.1273
C41 -2.24 -0.02 -9.83  0.0845
C42 -2.33 0.45 -8.58  -0.2285
C43 -3.05 1.72 -8.26  -0.3077
O24 -3.10 2.08 -7.09  0.0807
O25 -1.78 -0.17 -7.54  0.0997
O26 -4.09 2.64 -11.64  0.1318
H36 -4.16 3.39 -9.11  0.1370
H37 -1.72 -0.94 -10.07  0.1393
H38 -1.99 0.37 -6.76  0.0726
H39 -3.89 2.10 -12.43  0.1290

## Properties
Kohn-Sham gap = 6.91 eV
Charge = +1
LUMO energy = -3.9 eV
Largest force on an atom = 3.232 eV/A


Among the records above, which one has the lowest largest force on an atom? C43H39FO26PS